72
Properties=species:S:1:pos:R:3:forces:R:3:mulliken_spin:R:1 method="wB97M-V/def2-TZVPD" max_force_ev_per_a=4.21 e_tot_ev=-208752.62327 total_charge=-2 spin_multiplicity=2 homo_energy_ev="-1.88 / -1.84" e_above_lowest_kcal_mol=160.6
Cs -0.207 -0.801 -1.989 2.6 0.7 -0.1 0.0010
N -2.634 3.758 -1.084 0.9 -0.2 0.4 0.1602
C -1.913 2.649 -0.753 -2.4 0.1 -1.3 -0.0287
N -0.891 2.653 0.002 2.4 1.4 1.9 0.1521
C -0.459 3.845 0.547 -2.6 -1.6 -2.9 0.0094
N 0.529 3.853 1.369 2.4 0.9 1.9 0.3528
N 1.251 2.816 1.652 -1.2 0.1 0.1 0.2630
C 1.119 2.042 2.644 0.0 0.0 -0.1 0.0153
C 2.099 0.975 2.844 0.7 -0.8 0.4 -0.0001
C 2.623 0.691 4.109 -0.4 0.3 -0.2 -0.0083
C 3.542 -0.335 4.228 0.2 -0.2 -0.2 0.0029
C 3.881 -1.063 3.098 0.0 0.1 0.2 -0.0035
C 3.301 -0.708 1.886 0.4 -0.3 -0.2 0.0041
N 2.460 0.296 1.761 -0.5 0.5 -0.3 -0.0005
C -1.107 5.093 0.168 0.1 -0.7 0.2 0.0268
C -0.673 6.342 0.595 0.0 0.7 0.1 -0.0290
C -1.323 7.490 0.185 0.6 -0.3 0.4 0.0394
C -2.421 7.399 -0.660 -0.5 -0.5 -0.5 -0.0073
C -2.874 6.166 -1.092 -0.1 0.6 -0.2 0.0137
C -2.219 5.005 -0.688 0.0 -0.4 0.2 0.0263
H -3.375 3.681 -1.766 0.0 -0.3 -0.1 -0.0098
H -2.262 1.706 -1.144 -0.2 0.0 -0.2 -0.0119
H 0.284 2.105 3.349 0.1 0.3 -0.2 0.0112
H 2.331 1.278 4.967 -0.1 0.0 0.1 -0.0003
H 3.995 -0.562 5.185 -0.1 0.0 0.0 0.0001
H 4.584 -1.881 3.160 0.0 -0.1 -0.1 -0.0004
H 3.526 -1.231 0.961 0.0 -0.1 0.1 -0.0005
H 0.181 6.389 1.251 0.1 0.0 0.1 0.0000
H -0.974 8.459 0.515 0.0 0.0 0.0 0.0026
H -2.915 8.301 -1.000 -0.1 0.0 0.0 0.0001
H -3.719 6.094 -1.764 0.0 0.0 0.0 -0.0004
O -4.093 -1.401 0.865 0.0 -0.2 0.4 0.0028
S -3.126 -0.420 0.387 -1.7 2.5 -0.8 -0.0004
O -3.403 0.919 0.935 0.1 1.0 1.2 0.0052
O -1.600 -0.886 1.274 0.4 0.3 0.3 0.0019
C -1.698 -2.112 1.762 0.2 -0.7 0.9 0.0014
C -1.529 -2.341 3.135 0.1 0.0 -0.4 0.0000
C -1.692 -3.605 3.666 0.0 -0.2 0.1 -0.0001
C -2.053 -4.671 2.855 0.0 0.0 0.0 0.0005
C -2.200 -4.458 1.494 -0.1 -0.2 -0.1 -0.0004
C -2.020 -3.205 0.954 0.2 0.2 -0.4 0.0006
S -1.908 -3.064 -0.829 0.0 -0.7 -0.8 -0.0004
O -2.567 -4.219 -1.401 -0.2 -0.1 0.3 0.0001
O -0.449 -3.082 -1.023 -0.8 -1.8 0.9 0.0000
O -2.423 -1.770 -1.310 -0.8 -3.1 -0.3 0.0002
H -1.262 -1.504 3.762 0.0 0.2 0.1 0.0003
H -1.557 -3.762 4.729 0.0 0.0 0.1 0.0000
H -2.207 -5.655 3.274 0.0 -0.1 0.0 0.0000
H -2.459 -5.256 0.816 0.0 -0.1 0.0 0.0000
O 2.797 -1.812 -5.516 0.1 -0.6 -2.1 0.0006
C 2.624 -1.630 -4.356 0.3 0.6 0.7 0.0002
N 2.512 -1.391 -3.208 -0.1 0.4 0.4 0.0014
F -0.546 1.310 -3.039 -0.9 2.6 -1.3 0.0012
As -1.501 2.001 -4.314 -0.9 1.6 -2.7 -0.0007
F -1.787 0.478 -5.109 0.3 0.5 0.7 0.0000
F -3.040 1.824 -3.440 0.9 0.0 0.2 -0.0005
F -2.448 2.831 -5.600 0.6 -0.6 0.8 0.0000
F -1.316 3.621 -3.583 0.0 -0.7 0.1 0.0001
F -0.056 2.268 -5.272 -0.6 -0.2 0.7 0.0000
C 4.232 -3.281 -1.323 -0.2 -0.1 -0.1 0.0001
As 2.256 -2.995 -1.217 0.9 0.0 1.1 0.0046
C 1.817 -4.411 -2.471 0.0 -0.4 -0.2 -0.0001
C 2.032 -4.061 0.453 0.1 -0.4 -0.2 0.0014
H 4.476 -4.348 -1.343 0.0 0.0 0.0 0.0001
H 4.756 -2.825 -0.482 0.0 0.1 0.1 0.0000
H 4.582 -2.815 -2.239 0.0 0.1 -0.1 0.0000
H 2.427 -5.300 -2.272 -0.1 0.1 0.0 0.0002
H 1.996 -4.070 -3.489 0.1 0.1 0.0 -0.0001
H 0.764 -4.649 -2.356 -0.1 -0.1 0.0 0.0000
H 2.334 -5.098 0.301 0.0 -0.2 0.1 0.0000
H 0.981 -4.025 0.720 -0.2 0.0 0.1 0.0000
H 2.612 -3.634 1.271 0.1 0.1 0.0 -0.0002

---

57
Properties=species:S:1:pos:R:3:forces:R:3:nbo_charge:R:1 method="wB97M-V/def2-TZVPD" max_force_ev_per_a=0.66 e_tot_ev=-132495.56517 total_charge=-1 homo_energy_ev=-3.72 e_above_lowest_kcal_mol=15.9
Pd 0.091 -1.141 -0.129 0.4 -0.5 -0.2 0.2267
I -0.793 4.492 0.037 -0.1 0.0 0.0 0.0774
C 1.027 3.485 -0.067 0.2 0.1 0.0 -0.3366
C 2.208 4.229 -0.053 0.0 0.0 0.0 -0.2157
C 3.439 3.626 -0.119 -0.2 -0.1 0.0 -0.2358
I 5.143 4.835 -0.117 0.1 0.0 0.0 0.0659
C 3.528 2.210 -0.182 0.2 0.1 0.0 -0.1151
C 4.736 1.480 -0.239 -0.1 0.0 0.0 -0.1631
C 4.707 0.114 -0.275 0.0 0.0 0.0 -0.2619
C 3.463 -0.539 -0.240 0.0 -0.1 0.0 0.0348
N 2.329 0.111 -0.197 -0.1 0.0 0.0 -0.4114
C 2.330 1.457 -0.185 0.0 0.0 0.0 0.0733
C 0.998 2.080 -0.179 0.0 -0.1 0.0 0.4655
O -0.038 1.382 -0.260 -0.2 0.0 0.1 -0.7627
H 2.140 5.307 0.009 0.0 0.0 0.0 0.2203
H 5.678 2.013 -0.254 0.0 0.0 0.0 0.2134
H 5.620 -0.465 -0.322 0.0 0.0 0.0 0.2064
H 3.391 -1.623 -0.243 0.0 0.0 0.0 0.2053
N -2.265 -0.278 0.933 -0.2 0.0 0.1 -1.1295
S -3.263 0.897 1.212 0.2 0.2 0.0 1.1083
C -3.655 1.765 -0.320 0.0 0.0 0.0 -0.1657
C -2.809 1.575 -1.398 0.0 0.0 0.0 -0.2354
C -3.067 2.262 -2.580 0.1 0.0 0.0 -0.1893
C -4.141 3.129 -2.669 0.0 0.0 0.0 -0.2141
C -4.971 3.327 -1.570 0.0 0.0 0.0 -0.2230
C -4.729 2.645 -0.391 0.0 0.0 0.1 -0.2407
C -4.923 0.240 1.504 0.0 -0.1 0.0 -0.1492
C -5.419 0.291 2.797 0.0 0.0 0.0 -0.2431
C -6.635 -0.314 3.094 0.0 0.0 0.0 -0.2024
C -7.339 -0.974 2.101 0.0 0.0 0.0 -0.2143
C -6.834 -1.028 0.805 0.0 0.0 0.0 -0.2107
C -5.628 -0.422 0.505 0.0 0.0 0.0 -0.2357
H -2.577 -0.819 0.130 -0.1 -0.1 0.0 0.3387
H -1.928 0.955 -1.288 0.0 0.0 0.0 0.2827
H -2.401 2.131 -3.423 0.0 0.0 0.0 0.2166
H -4.329 3.667 -3.590 0.0 0.0 0.0 0.2069
H -5.809 4.009 -1.634 0.0 0.0 0.0 0.2067
H -5.376 2.785 0.467 0.0 0.0 0.0 0.2126
H -4.852 0.798 3.567 0.0 0.0 0.0 0.2235
H -7.026 -0.270 4.102 0.0 0.0 0.0 0.2098
H -8.282 -1.451 2.332 0.0 0.0 0.0 0.2090
H -7.386 -1.544 0.029 0.0 0.0 0.0 0.2122
H -5.231 -0.454 -0.504 0.0 0.0 0.0 0.2289
C -1.315 -5.318 -0.310 0.0 0.0 0.0 -0.9928
As -1.044 -3.362 -0.138 0.0 0.5 0.0 1.2993
C -2.517 -2.911 -1.365 0.0 -0.1 0.0 -0.9799
C -1.596 -3.300 1.739 -0.1 0.0 0.0 -0.9748
S 1.019 -3.194 -0.800 0.0 0.2 0.0 -0.6782
H -2.353 -5.583 -0.095 0.0 0.0 0.0 0.2022
H -0.650 -5.821 0.392 0.0 0.0 0.0 0.2221
H -1.052 -5.614 -1.325 0.0 0.0 0.0 0.2228
H -3.484 -3.171 -0.930 0.0 0.0 0.0 0.2173
H -2.353 -3.507 -2.263 0.0 0.0 0.0 0.2319
H -2.475 -1.857 -1.630 0.0 0.0 0.0 0.2333
H -2.611 -3.686 1.844 0.0 0.0 0.0 0.2120
H -1.534 -2.280 2.106 0.0 0.0 0.0 0.2702
H -0.899 -3.951 2.267 0.0 0.0 0.0 0.2253

---

57
Properties=species:S:1:pos:R:3:forces:R:3:nbo_charge:R:1 method="wB97M-V/def2-TZVPD" max_force_ev_per_a=3.63 e_tot_ev=-59701.84749 total_charge=+1 homo_energy_ev=-10.72 e_above_lowest_kcal_mol=0.8
Au -0.549 0.020 -0.834 1.0 -2.9 -1.9 0.9931
O -1.367 2.417 -0.727 -0.2 1.9 0.0 -0.4790
C -0.689 1.753 -0.042 0.1 1.3 1.0 0.5167
C 0.135 2.079 1.139 -0.5 0.7 0.1 -0.2077
C -0.095 3.263 1.812 -0.2 0.4 0.1 -0.1385
C 0.559 3.497 3.007 0.0 0.1 0.1 -0.1711
C 1.438 2.554 3.528 0.0 0.0 0.0 -0.1608
C 1.684 1.381 2.833 0.2 0.2 0.0 -0.1971
C 1.043 1.174 1.621 0.4 -0.6 0.2 -0.2810
P 1.193 -0.284 0.606 0.1 -0.5 -0.2 1.0742
C 1.194 -1.725 1.676 0.1 -0.1 -0.1 -0.4088
C 2.370 -2.074 2.349 -0.1 0.0 0.0 -0.1990
C 2.366 -3.145 3.226 0.0 0.0 0.0 -0.1892
C 1.199 -3.873 3.429 -0.1 0.0 0.0 -0.1860
C 0.034 -3.530 2.757 0.0 0.0 0.0 -0.1418
C 0.026 -2.454 1.878 -0.1 0.0 0.1 -0.1978
C 2.755 -0.265 -0.293 0.0 0.0 0.1 -0.4218
C 3.402 0.939 -0.552 0.1 0.0 0.0 -0.1386
C 4.555 0.948 -1.326 0.0 0.0 0.0 -0.1984
C 5.054 -0.239 -1.844 0.0 0.0 0.0 -0.1794
C 4.406 -1.441 -1.589 -0.1 0.0 0.0 -0.1995
C 3.255 -1.457 -0.815 0.1 0.0 -0.1 -0.1954
H -0.814 3.967 1.415 0.0 0.0 0.1 0.2395
H 0.360 4.407 3.557 0.0 0.0 0.0 0.2379
H 1.923 2.732 4.479 0.0 0.0 0.0 0.2371
H 2.372 0.647 3.232 0.0 0.0 0.0 0.2342
H 3.287 -1.522 2.176 0.0 0.0 0.0 0.2264
H 3.274 -3.417 3.748 0.0 0.0 0.0 0.2310
H 1.201 -4.711 4.113 0.0 0.0 0.0 0.2316
H -0.874 -4.094 2.918 0.0 0.0 0.0 0.2239
H -0.892 -2.170 1.376 0.0 0.0 0.0 0.2393
H 3.018 1.867 -0.144 0.0 0.0 0.0 0.2169
H 5.064 1.882 -1.521 0.0 0.0 0.0 0.2307
H 5.955 -0.228 -2.443 0.0 0.0 0.0 0.2327
H 4.800 -2.366 -1.988 0.0 0.0 0.0 0.2319
H 2.753 -2.396 -0.607 0.0 0.0 0.0 0.2276
N -0.142 -1.282 -2.944 -0.2 0.0 0.5 -0.8677
C -0.900 -0.497 -3.934 0.2 0.0 -0.3 -0.3558
C -2.144 0.161 -3.371 0.0 -0.1 0.5 0.7708
O -3.064 0.437 -4.106 -0.2 0.1 -0.1 -0.6246
O -2.135 0.406 -2.091 -0.4 -0.2 -0.4 -0.8377
H 0.842 -1.305 -3.182 0.0 0.0 0.1 0.3922
H -0.468 -2.241 -2.921 0.0 0.0 0.0 0.3894
H -1.203 -1.082 -4.800 0.1 -0.1 0.0 0.2265
H -0.264 0.313 -4.294 0.0 0.0 0.0 0.2267
S -2.657 0.217 1.255 -0.4 -0.2 0.4 -0.3481
C -3.857 0.612 0.119 -0.1 0.1 -0.3 0.3620
N -4.140 1.845 -0.301 -0.2 -0.2 0.2 -0.5636
C -5.065 1.865 -1.436 0.1 -0.1 0.1 -0.2257
C -5.397 0.368 -1.616 0.1 0.0 0.1 -0.2313
N -4.646 -0.259 -0.522 0.1 0.2 0.0 -0.5745
H -3.675 2.652 0.074 0.1 0.0 -0.1 0.4258
H -4.573 2.259 -2.322 0.0 0.0 0.0 0.2296
H -5.944 2.462 -1.205 0.0 0.0 0.0 0.2082
H -5.038 0.014 -2.580 0.0 0.0 0.0 0.2359
H -6.460 0.165 -1.517 -0.1 0.0 0.0 0.2083
H -4.467 -1.244 -0.461 0.0 0.0 0.0 0.4195

---

75
Properties=species:S:1:pos:R:3:forces:R:3:mulliken_spin:R:1 method="wB97M-V/def2-TZVPD" max_force_ev_per_a=8.38 e_tot_ev=-75982.38599 spin_multiplicity=2 homo_energy_ev="-8.97 / -8.97"
Li -20.479 -0.561 9.245 0.2 0.3 0.2 -0.0002
O -24.583 6.617 8.363 0.0 -3.4 1.2 0.0000
C -24.599 5.435 8.756 -1.0 5.4 -0.4 0.0000
O -24.119 4.426 8.119 0.7 -1.2 -1.2 0.0000
B -24.316 3.238 8.890 0.4 -0.9 1.4 0.0000
O -24.998 3.648 10.129 0.3 -0.7 -0.2 0.0000
C -25.232 4.927 10.070 -1.9 2.8 3.0 0.0000
O -25.833 5.596 10.942 2.0 -2.0 -3.0 0.0000
O -22.971 2.591 9.205 0.0 -1.3 -0.7 0.0000
C -22.973 1.353 8.749 1.7 -1.9 0.4 -0.0001
O -22.030 0.522 8.766 -2.6 2.7 -0.2 -0.0001
C -24.424 1.050 8.187 -0.6 -2.7 -2.1 0.0000
O -25.080 2.163 8.284 -0.6 0.1 -0.5 0.0000
O -24.869 0.009 7.641 1.9 2.9 2.1 0.0000
O -24.776 -6.958 7.543 1.8 3.9 4.9 0.4177
C -24.442 -6.165 8.491 -2.7 -0.2 -6.6 -0.0211
O -24.549 -4.820 8.545 0.0 -4.4 -0.2 0.1039
B -24.084 -4.357 9.861 -0.1 2.0 0.7 -0.0530
O -23.771 -5.644 10.649 -0.4 1.5 -1.4 0.0861
C -23.857 -6.639 9.840 1.0 -2.2 4.0 -0.0220
O -23.608 -7.769 10.202 -0.4 0.8 -1.7 0.4592
O -22.922 -3.528 9.629 1.4 -5.1 -2.2 0.0220
C -23.008 -2.422 10.162 3.6 7.1 2.6 0.0067
O -22.044 -1.602 10.268 -3.6 -2.7 -0.2 -0.0021
C -24.425 -2.266 10.727 -0.5 4.1 1.6 -0.0006
O -25.003 -3.439 10.492 -1.0 -1.1 0.4 0.0002
O -24.877 -1.245 11.262 1.1 -3.8 -1.7 0.0005
O -18.960 0.591 8.334 0.5 -0.4 0.5 0.0000
C -18.884 1.242 7.327 -1.9 -0.4 0.7 0.0000
O -19.984 1.315 6.540 1.2 -0.5 0.1 0.0000
C -19.738 2.158 5.427 -0.3 1.8 0.6 0.0000
C -18.455 2.949 5.788 1.0 -0.5 -1.0 0.0000
C -17.762 2.107 6.891 -0.2 0.7 -0.7 0.0000
H -20.551 2.882 5.469 -0.2 -0.2 -0.6 0.0000
H -19.736 1.623 4.477 0.1 -0.2 0.3 0.0000
H -18.642 3.980 6.090 -0.3 -0.2 0.3 0.0000
H -17.859 3.035 4.879 0.3 0.0 0.1 0.0000
H -17.381 2.682 7.735 -0.3 0.0 0.0 0.0000
H -16.918 1.483 6.597 -0.1 0.0 -0.5 0.0000
O -19.352 -0.395 11.030 -0.4 0.3 0.5 0.0000
C -19.321 -0.440 12.238 -0.2 1.2 -0.8 0.0000
O -18.569 -1.327 12.839 1.4 -2.4 -0.8 0.0000
C -18.796 -1.513 14.204 0.5 1.4 1.3 0.0000
C -19.788 -0.394 14.526 -1.4 -1.5 2.2 0.0000
C -19.972 0.415 13.307 -0.6 0.6 -0.8 0.0000
H -17.854 -1.373 14.735 0.2 -0.1 -0.1 0.0000
H -19.178 -2.493 14.489 0.0 -0.1 -0.6 0.0000
H -19.591 0.165 15.441 0.4 0.0 -0.2 0.0000
H -20.700 -0.944 14.759 -0.4 0.3 0.0 0.0000
H -19.507 1.387 13.472 0.2 0.0 -0.8 0.0000
H -21.019 0.574 13.049 0.1 0.1 0.0 0.0000
O -19.561 -2.172 8.517 0.0 1.0 0.6 0.0000
C -18.440 -2.588 8.547 -0.1 1.7 0.5 0.0000
O -18.303 -3.894 8.387 -0.1 -0.7 -0.2 0.0000
C -17.013 -4.126 7.971 3.5 -0.7 -0.4 0.0000
C -16.136 -3.069 8.677 1.3 -1.0 -0.7 0.0000
C -17.019 -1.865 8.657 -1.2 -0.4 0.3 0.0000
H -16.828 -4.004 6.904 -0.8 0.4 -0.4 0.0000
H -16.671 -5.153 8.105 -0.4 -0.1 0.7 0.0000
H -15.195 -2.905 8.151 -0.1 0.0 -0.4 0.0000
H -15.766 -3.388 9.651 -0.7 0.1 0.3 0.0000
H -16.892 -1.211 7.795 -0.1 -0.3 -0.2 0.0000
H -16.787 -1.235 9.516 -1.1 0.0 0.1 0.0000
O -21.388 -0.623 3.910 0.1 -4.2 3.7 0.0005
C -21.693 -1.543 4.750 -1.0 3.3 -2.4 0.0001
O -20.975 -2.154 5.683 3.9 1.2 -1.0 0.0000
C -21.612 -2.753 6.766 -3.7 0.4 -0.5 -0.0005
C -23.089 -2.821 6.249 0.0 -1.2 -0.5 0.0007
C -23.099 -2.020 4.920 -0.8 0.1 0.9 0.0004
H -21.686 -2.085 7.624 0.9 -0.3 -0.1 0.0004
H -21.292 -3.779 6.952 0.7 0.5 0.2 0.0002
H -23.814 -2.556 7.018 0.0 0.5 -0.3 -0.0003
H -23.264 -3.876 6.038 -0.3 -0.1 -0.2 0.0013
H -23.717 -1.125 4.985 -0.2 -0.1 -0.1 0.0000
H -23.398 -2.596 4.044 -0.1 0.0 0.1 0.0000